Record 1
{
  "formula": "C26H70N2O28S8",
  "method": "ωB97M-V with the def2-TZVPD basis set",
  "species": ["C", "N", "O", "O", "H", "H", "H", "C", "N", "O", "O", "H", "H", "H", "O", "S", "O", "O", "C", "C", "C", "H", "H", "H", "H", "H", "H", "H", "H", "O", "S", "O", "O", "C", "C", "C", "H", "H", "H", "H", "H", "H", "H", "H", "O", "S", "O", "O", "C", "C", "C", "H", "H", "H", "H", "H", "H", "H", "H", "O", "S", "O", "O", "C", "C", "C", "H", "H", "H", "H", "H", "H", "H", "H", "O", "S", "O", "O", "C", "C", "C", "H", "H", "H", "H", "H", "H", "H", "H", "O", "S", "O", "O", "C", "C", "C", "H", "H", "H", "H", "H", "H", "H", "H", "O", "S", "O", "O", "C", "C", "C", "H", "H", "H", "H", "H", "H", "H", "H", "O", "S", "O", "O", "C", "C", "C", "H", "H", "H", "H", "H", "H", "H", "H"],
  "positions_angstrom": [[1.352, -2.314, 3.862], [1.638, -0.884, 3.450], [2.753, -0.434, 3.612], [0.739, -0.316, 2.905], [2.146, -3.028, 3.645], [0.554, -2.726, 3.243], [0.892, -2.156, 4.837], [-0.014, -0.632, -0.346], [0.494, 0.298, 0.735], [-0.132, 0.270, 1.758], [1.120, 1.327, 0.406], [0.803, -1.193, -0.800], [-0.469, 0.028, -1.084], [-0.815, -1.257, 0.049], [0.013, 3.581, -3.473], [1.022, 3.514, -2.381], [2.375, 3.057, -2.683], [1.099, 5.021, -1.771], [2.231, 5.422, -0.944], [2.970, 6.519, -1.619], [0.382, 2.733, -0.815], [2.853, 4.552, -0.731], [1.940, 5.755, 0.052], [3.561, 7.007, -0.844], [2.292, 7.160, -2.183], [3.578, 6.132, -2.437], [-0.044, 1.812, -1.213], [-0.438, 3.274, -0.342], [1.294, 2.460, -0.285], [-5.490, -1.455, -0.148], [-4.618, -0.707, -1.042], [-4.498, -1.314, -2.374], [-5.205, 0.822, -1.216], [-4.660, 1.579, -2.336], [-4.155, 2.991, -1.849], [-2.838, -0.437, -0.315], [-5.406, 1.791, -3.102], [-3.878, 1.006, -2.836], [-5.076, 3.309, -1.360], [-3.943, 3.628, -2.707], [-3.332, 2.884, -1.142], [-2.388, 0.311, -0.969], [-2.236, -1.340, -0.411], [-2.987, -0.230, 0.745], [3.579, 0.816, -2.018], [3.353, -0.342, -1.190], [2.020, -0.967, -1.170], [4.413, -1.612, -1.567], [4.634, -1.954, -2.939], [3.699, -3.111, -3.366], [4.066, -0.049, 0.562], [5.655, -2.313, -3.071], [4.501, -1.102, -3.605], [3.799, -3.349, -4.425], [2.624, -2.983, -3.241], [3.909, -4.054, -2.859], [3.477, 0.813, 0.876], [5.147, 0.085, 0.527], [3.722, -0.539, 1.473], [4.804, -2.042, 1.873], [3.398, -2.422, 1.699], [2.372, -1.593, 2.231], [3.054, -2.840, 0.103], [1.781, -3.198, -0.333], [1.774, -3.965, -1.688], [3.119, -4.124, 2.363], [1.177, -2.299, -0.462], [1.416, -3.795, 0.503], [2.644, -3.670, -2.274], [0.878, -3.633, -2.214], [1.838, -5.033, -1.480], [3.296, -4.876, 1.594], [2.083, -4.252, 2.677], [3.773, -4.278, 3.221], [-4.212, 2.270, 0.779], [-4.794, 1.556, 1.860], [-6.151, 1.023, 1.709], [-3.889, 0.273, 2.472], [-2.520, 0.440, 2.629], [-1.929, -0.933, 2.243], [-4.813, 2.646, 3.455], [-2.273, 0.757, 3.642], [-2.213, 1.242, 1.958], [-0.855, -0.746, 2.248], [-2.295, -1.224, 1.259], [-2.229, -1.687, 2.971], [-5.687, 3.292, 3.364], [-3.892, 3.139, 3.766], [-4.980, 1.870, 4.202], [1.485, 5.069, 2.372], [0.727, 3.839, 2.683], [-0.234, 3.773, 3.843], [-0.133, 3.434, 1.314], [-1.403, 2.893, 1.553], [-1.908, 2.437, 0.202], [1.913, 2.413, 2.616], [-2.069, 3.638, 1.989], [-1.253, 1.967, 2.110], [-1.984, 3.213, -0.559], [-2.838, 1.869, 0.158], [-1.130, 1.789, -0.202], [2.711, 2.447, 3.359], [2.462, 2.359, 1.676], [1.360, 1.495, 2.814], [-2.557, 0.425, -2.663], [-1.814, 1.691, -2.600], [-2.006, 2.658, -1.568], [-0.134, 1.375, -2.628], [0.437, 0.340, -3.502], [1.666, -0.158, -2.785], [-2.112, 2.505, -4.169], [0.679, 0.798, -4.461], [-0.297, -0.435, -3.721], [1.816, -1.171, -3.157], [1.629, -0.185, -1.696], [2.550, 0.406, -3.081], [-2.588, 1.704, -4.736], [-1.145, 2.750, -4.608], [-2.681, 3.432, -4.105], [0.326, -6.542, 0.362], [0.552, -5.780, 1.644], [1.853, -5.839, 2.267], [0.268, -4.179, 1.268], [-0.717, -3.851, 0.262], [-1.341, -2.481, 0.543], [-0.930, -6.103, 2.845], [-1.475, -4.592, 0.007], [-0.164, -3.675, -0.660], [-2.330, -2.546, 0.997], [-1.491, -1.869, -0.347], [-0.736, -1.915, 1.251], [-1.744, -6.529, 2.258], [-1.323, -5.184, 3.279], [-0.646, -6.741, 3.681]],
  "forces_ev_per_a": [[-2.17, 0.18, 2.06], [0.47, -0.64, 5.94], [0.39, 4.41, 5.89], [3.81, -1.99, 9.96], [-0.18, 1.17, 2.06], [-0.24, 0.67, -0.21], [0.54, -0.77, 0.51], [-0.87, 2.46, 0.20], [-1.98, 0.61, -2.71], [-2.40, 7.53, -9.99], [2.42, -6.52, 3.14], [-3.79, 0.79, 1.03], [0.69, -0.08, 0.16], [4.32, 4.49, -0.15], [2.88, 1.72, 1.94], [-0.60, 1.19, 0.66], [-1.54, 0.48, -0.04], [0.07, -0.09, -0.42], [-0.20, -0.76, 0.29], [0.38, -0.17, -0.96], [1.12, 2.77, -4.56], [0.17, -0.10, -0.35], [-0.95, -0.08, -0.22], [0.11, 0.43, -0.45], [-0.20, 0.47, 0.72], [0.50, -0.16, 0.26], [1.72, 1.55, 1.79], [2.26, 0.94, -1.64], [-0.27, 3.52, -1.73], [1.36, 1.62, -0.24], [-0.10, -1.21, -1.44], [0.22, 1.00, 1.56], [0.67, -1.58, -0.09], [-0.21, 1.52, -0.84], [-3.94, -0.95, 0.94], [-3.68, 1.23, -1.46], [-0.72, -0.30, 0.45], [-2.65, 0.63, 0.24], [0.02, 0.82, 0.00], [-0.02, -0.02, 0.32], [-4.13, 1.09, -0.48], [-0.86, -0.75, 1.75], [-4.84, 2.65, -1.38], [-0.65, 0.85, -1.88], [2.84, -0.38, 3.36], [6.85, -2.32, 3.59], [13.06, -7.19, 11.07], [-0.75, 2.33, 0.03], [-1.11, -0.97, -1.00], [1.34, 0.60, -1.97], [-1.83, 2.12, -1.10], [0.09, 0.25, 0.49], [-0.05, 0.17, 0.16], [0.48, 0.26, -0.26], [1.03, 1.61, -1.43], [0.83, 0.20, -0.11], [0.59, 1.21, -0.91], [-0.38, 0.01, -0.35], [0.49, 0.27, -1.69], [-2.14, -1.69, -0.26], [2.23, -6.24, -2.00], [2.36, -5.82, -13.07], [3.89, 1.54, 1.91], [-0.59, -1.06, 0.15], [0.47, 0.24, 2.28], [1.56, 2.39, -0.16], [0.50, -2.37, 1.08], [1.25, 0.97, -2.11], [-2.04, -1.35, 2.59], [-0.05, -0.47, -0.30], [-0.49, -0.13, -0.31], [0.78, 1.07, -0.05], [1.31, 1.33, -0.23], [0.08, 0.02, -0.06], [-1.80, 0.11, 1.34], [-3.20, -0.40, 3.75], [2.66, 0.68, 0.47], [-3.53, 1.29, -0.98], [0.71, -1.05, -0.09], [-2.18, 1.22, 3.40], [-0.13, -1.73, -0.95], [0.04, 0.00, 0.22], [-0.83, -1.67, 0.27], [-2.77, -2.53, 0.94], [0.24, 1.39, 3.28], [-0.38, -0.22, 0.08], [0.26, 0.02, -0.08], [0.06, 0.15, -0.77], [-0.36, 0.07, 0.02], [-1.67, -2.33, 0.73], [-0.53, 0.43, 0.37], [2.92, 0.11, -2.82], [1.85, 2.47, 3.93], [-0.97, -1.18, 0.23], [1.11, -0.80, 7.72], [0.03, 0.56, 1.13], [0.01, -0.24, 0.39], [0.91, 2.10, 0.83], [0.27, 3.00, 6.84], [1.79, 0.70, 0.44], [-0.89, -0.17, 1.67], [-0.39, 0.68, 0.53], [-0.65, 0.55, 0.03], [0.09, 0.70, -0.19], [5.13, 0.44, -0.57], [2.50, -0.13, -6.13], [3.87, -4.29, -15.31], [-3.67, -2.94, -2.87], [-0.03, 0.08, -1.26], [-5.10, 3.97, -11.80], [0.35, -1.22, -1.08], [-0.31, 0.48, -0.10], [-0.27, -0.04, 0.36], [-0.29, -0.19, 0.00], [-5.20, 6.31, -4.97], [-2.06, -0.40, -1.53], [-0.37, 0.39, -0.27], [-0.41, -0.31, -0.05], [0.06, -0.44, 0.32], [0.58, 2.08, 3.84], [-2.98, -2.14, -3.15], [-3.79, -3.36, -0.22], [-2.82, -3.05, 3.27], [-0.50, 1.20, -1.78], [-0.38, -7.53, 1.99], [0.78, 0.31, -0.53], [0.31, -0.40, 0.71], [-0.20, -0.82, 0.25], [0.29, -1.72, -0.38], [1.01, -5.44, -0.26], [0.04, -1.89, -0.21], [0.41, -0.21, -0.20], [0.52, 0.34, -0.28], [0.34, -0.19, -0.41]],
  "mulliken_charge": [-1.103, 1.248, -0.788, -0.258, 0.730, -0.097, 0.631, 0.101, 0.906, 0.260, 0.276, -0.103, 0.814, -2.351, -0.997, 1.307, -0.685, -0.422, 0.323, -1.488, -1.525, 0.220, 0.203, 0.421, 0.302, 0.287, -1.427, 1.729, 1.243, -0.711, 1.502, -0.734, -0.417, -0.245, -1.367, 0.380, 0.545, 0.569, 0.600, 0.376, 0.824, -0.104, 1.497, -1.100, -0.618, 1.581, -0.164, -0.339, -0.315, -1.065, -0.129, 0.485, 0.305, 0.416, 0.155, 0.345, -0.125, 0.543, -0.205, -0.737, 1.466, -1.108, -0.382, 2.070, -1.945, -1.642, -0.645, -0.120, -0.241, 0.557, 0.494, 0.375, 0.313, 0.652, -0.180, 1.091, -0.641, -0.562, -0.446, 0.325, -1.165, 0.519, -1.126, 0.212, -0.700, 0.277, 0.407, 0.329, 0.427, -0.678, 1.024, -0.679, -0.451, -0.609, -1.460, 0.108, 0.980, 0.740, 1.326, -0.837, 0.159, 0.790, -0.170, -0.290, -0.706, 1.312, -0.534, 0.348, -1.897, 0.213, -1.557, 0.540, 0.378, -0.038, -1.432, 0.981, 0.437, 0.582, 0.361, -0.659, 1.402, -0.659, -0.005, -1.519, -0.012, -0.993, 0.835, -0.424, 1.491, 0.486, -0.112, 0.377, 0.297, 0.435],
  "e_above_lowest_ev": 60.454,
  "orbital_gap_ev": 7.1,
  "mol_weight_g_mol": 1115.37,
  "energy_ev": -175017.549,
  "lumo_ev": -0.65
}

***

Record 2
{
  "formula": "C6H8O2",
  "method": "ωB97M-V with the def2-TZVPD basis set",
  "species": ["C", "C", "C", "C", "C", "C", "H", "H", "H", "H", "H", "H", "H", "H", "O", "O"],
  "positions_angstrom": [[-1.697, -0.694, -0.143], [-0.579, 0.259, 0.052], [-0.908, 1.561, -0.196], [0.575, -0.571, 0.058], [1.850, -0.328, 0.740], [1.885, -0.292, -0.826], [-3.482, -0.150, 0.909], [-0.168, 2.574, -0.248], [-1.867, 1.908, -0.497], [0.316, -1.770, 0.101], [2.110, 0.575, 1.470], [2.265, -1.211, 1.307], [2.182, 0.723, -1.110], [2.241, -1.057, -1.484], [-2.710, 0.350, 0.097], [-2.012, -1.879, -0.228]],
  "forces_ev_per_a": [[-4.97, 1.05, 1.65], [-0.41, 0.24, -2.42], [4.27, 2.69, -0.19], [2.96, -2.58, -0.61], [2.44, -0.33, 2.15], [-0.74, 1.00, 2.85], [3.32, 2.07, -4.20], [-1.26, -3.43, 0.39], [-0.19, -0.08, 0.12], [0.57, 3.36, -0.38], [-0.90, -1.39, -2.37], [-0.44, 0.76, -0.99], [-0.94, -0.30, -0.32], [0.28, -0.56, 0.27], [-5.92, -5.77, 4.05], [1.92, 3.26, -0.01]],
  "mulliken_charge": [0.415, 0.273, -0.566, 0.066, -0.458, -0.758, 0.351, 0.170, 0.390, 0.267, 0.239, 0.216, 0.253, 0.269, -0.586, -0.542],
  "e_above_lowest_ev": 5.774,
  "orbital_gap_ev": 9.1,
  "mol_weight_g_mol": 112.13,
  "energy_ev": -10440.952,
  "lumo_ev": -0.03
}

***

Record 3
{
  "formula": "C7H16BN2",
  "method": "ωB97M-V with the def2-TZVPD basis set",
  "species": ["B", "C", "C", "C", "C", "C", "C", "C", "N", "N", "H", "H", "H", "H", "H", "H", "H", "H", "H", "H", "H", "H", "H", "H", "H", "H"],
  "positions_angstrom": [[1.458, 0.977, 1.576], [-0.808, 0.273, 0.336], [-0.531, -0.966, 0.140], [1.499, 0.369, 0.126], [-2.100, 0.845, 0.524], [-1.500, -2.118, 0.008], [0.250, 2.491, -0.377], [1.401, -1.729, -1.498], [0.299, 1.183, 0.368], [0.937, -1.185, -0.168], [1.061, 0.170, 2.445], [1.975, 1.861, 2.061], [2.041, 0.764, -0.737], [-2.880, 0.216, 0.884], [-2.472, 0.873, -0.487], [-2.113, 1.704, 1.113], [-1.511, -2.623, -0.963], [-2.426, -1.645, -0.084], [-1.383, -2.790, 0.917], [-0.365, 2.258, -1.277], [-0.289, 3.280, 0.111], [1.249, 2.842, -0.459], [2.420, -1.839, -1.262], [0.860, -2.586, -1.643], [1.445, -0.979, -2.248], [1.481, -1.648, 0.594]],
  "forces_ev_per_a": [[-1.56, -2.91, 0.71], [0.87, 2.00, 1.20], [1.58, -3.60, -1.83], [0.09, -0.71, -0.98], [-1.73, -0.90, -1.11], [1.71, -0.26, 0.95], [-1.87, -1.65, -0.44], [0.64, 2.19, 2.35], [0.46, 0.16, 0.62], [0.88, 3.61, 1.63], [0.07, 0.57, -0.95], [0.88, 1.43, -0.23], [0.10, -0.64, 0.10], [-0.10, -1.00, 1.03], [-0.43, 1.50, -0.67], [-0.04, 1.73, 0.40], [0.89, -0.37, 0.26], [-1.83, 0.45, 0.76], [-0.57, 0.52, -1.41], [1.18, 0.54, -0.01], [-0.38, 0.02, 0.92], [0.80, 0.09, -0.72], [1.43, -1.17, -0.19], [-0.96, -2.11, -1.01], [-1.01, 0.58, -0.77], [-1.11, -0.07, -0.61]],
  "mulliken_charge": [0.143, 0.650, 0.783, -0.805, -2.314, -1.316, -0.966, -1.066, 0.535, 0.031, -0.036, -0.062, 0.275, 0.507, 0.464, 0.415, 0.379, 0.390, 0.275, 0.321, 0.315, 0.417, 0.447, 0.453, 0.337, 0.428],
  "total_charge": 1,
  "orbital_gap_ev": 10.8,
  "mol_weight_g_mol": 139.03,
  "energy_ev": -11165.786,
  "lumo_ev": -2.68
}